Formula: C62H160N12O19
Source: the OMol25 dataset
Level of theory: ωB97M-V with the def2-TZVPD basis set

Cartesian coordinates (Å):
C: 0.404958 0.286070 3.325801
O: -0.154670 -0.512027 4.341625
C: 0.077682 -1.910862 4.139052
C: -1.250863 -2.614281 3.868547
C: -1.802970 -3.246571 5.151186
N: -0.993720 -3.647184 2.827620
H: -0.244536 0.545262 2.489564
H: 1.242625 -0.182401 2.783558
H: 0.907423 1.123937 3.813050
H: 0.850710 -2.100185 3.394128
H: 0.537291 -2.296988 5.057391
H: -1.989644 -1.947760 3.421566
H: -2.294122 -2.466176 5.742518
H: -0.964687 -3.713907 5.660218
H: -2.625977 -3.927427 4.930992
H: -1.851786 -4.141990 2.593643
H: -0.507394 -4.417446 3.297685
C: -3.310215 -6.413366 -3.797152
O: -3.491411 -5.212772 -4.549127
C: -2.656508 -4.183477 -4.039506
C: -2.616668 -2.905274 -4.887167
C: -1.602557 -1.895003 -4.412430
N: -3.949092 -2.293547 -4.839408
H: -2.989858 -6.165530 -2.782063
H: -2.535397 -7.000118 -4.292972
H: -4.247681 -6.958051 -3.723942
H: -3.053450 -3.888024 -3.055647
H: -1.658066 -4.619688 -3.925422
H: -2.382265 -3.346010 -5.867748
H: -0.606645 -2.333890 -4.287065
H: -1.917781 -1.463177 -3.465728
H: -1.431082 -1.162475 -5.202592
H: -4.241771 -1.914851 -5.734227
H: -4.622061 -3.040682 -4.679713
C: -1.709646 6.238522 -1.184467
O: -2.787619 5.305696 -1.111086
C: -3.970431 5.718009 -1.753986
C: -4.980175 4.610042 -1.835392
C: -6.199080 5.162371 -2.655411
N: -5.635997 4.127344 -0.619944
H: -0.998423 6.047408 -0.383162
H: -2.101944 7.255522 -1.210819
H: -1.164641 6.040725 -2.114597
H: -4.366614 6.635299 -1.291833
H: -3.813173 6.093884 -2.775278
H: -4.635152 3.771094 -2.443666
H: -6.840792 4.493511 -3.226201
H: -5.809998 5.932629 -3.327375
H: -6.927862 5.672139 -2.016378
H: -4.990997 3.803003 0.089879
H: -6.227865 4.875899 -0.289538
C: -0.453350 2.722885 -1.137575
O: -0.304138 1.382844 -1.565415
C: -0.661537 0.433573 -0.567297
C: -0.377704 -0.969493 -1.103401
C: -0.465381 -2.089360 -0.010255
N: 1.038217 -0.973783 -1.546595
H: 0.327524 3.095801 -0.471544
H: -1.429538 2.859783 -0.665992
H: -0.522775 3.380027 -2.006385
H: -0.083489 0.692923 0.326358
H: -1.716185 0.456002 -0.265987
H: -1.098857 -1.401788 -1.793191
H: 0.394500 -2.184585 0.656560
H: -0.476097 -3.031458 -0.560367
H: -1.349452 -1.999052 0.617123
H: 1.513715 -0.594980 -0.730293
H: 1.200482 -0.203060 -2.193039
C: -4.158534 -0.105359 -1.720318
O: -4.987748 -0.879423 -0.878708
C: -4.307972 -1.226652 0.299707
C: -5.159915 -2.220758 1.101485
C: -4.693247 -2.403176 2.544979
N: -5.008695 -3.525716 0.388495
H: -3.874695 0.762167 -1.110630
H: -4.553987 0.257235 -2.666813
H: -3.287358 -0.721663 -1.972958
H: -3.363733 -1.727805 0.064655
H: -4.205697 -0.332919 0.930232
H: -6.196465 -1.918229 0.926501
H: -3.899596 -3.132875 2.662773
H: -5.573260 -2.661883 3.136446
H: -4.376877 -1.416643 2.896061
H: -5.773446 -4.119360 0.689599
H: -5.079420 -3.343759 -0.607158
C: 7.884075 -1.191532 -1.218050
O: 7.329830 -1.626720 -2.451922
C: 5.981563 -1.306355 -2.682992
C: 4.992065 -2.168529 -1.887925
N: 5.192285 -3.575099 -1.931815
C: 4.276420 -4.357799 -1.120736
C: 2.799466 -4.246768 -1.537985
O: 2.565037 -4.708302 -2.858637
C: 1.270529 -4.284999 -3.252242
H: 7.098171 -0.753856 -0.592923
H: 8.647179 -0.444022 -1.441755
H: 8.241490 -2.098841 -0.727596
H: 5.733927 -1.475347 -3.733094
H: 5.697922 -0.276382 -2.442788
H: 4.005417 -1.912352 -2.321669
H: 5.009668 -1.758407 -0.870603
H: 5.284524 -3.877938 -2.890974
H: 4.305863 -4.184884 -0.048158
H: 4.559556 -5.405369 -1.246616
H: 2.373569 -3.251770 -1.389202
H: 2.283273 -4.925057 -0.847173
H: 0.525813 -4.869664 -2.698475
H: 1.014614 -4.442939 -4.299324
H: 1.185444 -3.228030 -2.987272
C: 5.693162 5.583049 3.865860
O: 6.986430 6.049405 3.530455
C: 7.369246 5.992572 2.178518
C: 7.618205 4.585221 1.586750
N: 6.347856 3.889047 1.351990
C: 6.495219 2.538990 0.800191
C: 5.074538 2.021387 0.592281
O: 4.998880 0.599082 0.541246
C: 3.640535 0.240647 0.612147
H: 5.527038 5.781521 4.920592
H: 5.557502 4.527398 3.626934
H: 4.980535 6.154434 3.255351
H: 8.290705 6.568436 2.107900
H: 6.605291 6.513559 1.582758
H: 8.117107 3.951865 2.320353
H: 8.312922 4.866018 0.784604
H: 5.806306 4.403241 0.660086
H: 6.980003 1.854819 1.498425
H: 7.004258 2.560286 -0.167551
H: 4.758027 2.453348 -0.367581
H: 4.378448 2.335198 1.371179
H: 3.117870 0.706085 1.456364
H: 3.561618 -0.827861 0.814378
H: 3.109345 0.483679 -0.312164
C: -4.745476 1.060553 -8.340068
O: -4.721563 1.938711 -7.257394
C: -4.142781 1.371140 -6.092286
C: -4.251108 2.424267 -5.000260
N: -3.617816 3.699427 -5.326113
C: -2.163726 3.609276 -5.155193
C: -1.434495 4.787260 -5.751881
O: -1.070674 4.573255 -7.096645
C: -0.435820 5.642672 -7.728384
H: -4.990619 1.598062 -9.256425
H: -5.521881 0.301107 -8.157197
H: -3.853103 0.472088 -8.590890
H: -3.102898 1.057319 -6.238202
H: -4.735951 0.482173 -5.842641
H: -3.859021 2.021591 -4.061805
H: -5.326087 2.498831 -4.808445
H: -3.768240 3.822877 -6.325330
H: -1.739849 2.747314 -5.689240
H: -1.924994 3.536745 -4.093746
H: -0.516357 4.906372 -5.152984
H: -1.947769 5.753932 -5.684974
H: 0.454016 5.879781 -7.124474
H: -0.933373 6.620483 -7.795038
H: -0.159039 5.381393 -8.745743
C: 1.977132 3.749509 2.421332
O: 1.587140 4.609569 1.362615
C: 2.557825 4.580345 0.291198
C: 2.097922 5.363590 -0.916512
N: 3.287521 5.772507 -1.678494
C: 3.064840 6.836165 -2.633990
C: 2.794760 8.184176 -1.962922
O: 3.771815 8.421974 -0.965800
C: 3.550239 9.544245 -0.161407
H: 2.584038 4.150819 3.233460
H: 2.262077 2.751858 2.076555
H: 1.045082 3.452407 2.917813
H: 2.778243 3.532183 0.085785
H: 3.422485 5.063494 0.765235
H: 1.536463 6.258467 -0.625632
H: 1.497797 4.742239 -1.582545
H: 3.949006 6.145017 -1.004291
H: 2.333149 6.637032 -3.416236
H: 4.015388 7.007726 -3.150808
H: 1.771597 8.221801 -1.567059
H: 2.871327 9.018905 -2.670003
H: 3.749215 10.520687 -0.615427
H: 4.042857 9.296163 0.779836
H: 2.477408 9.600305 0.096965
C: -3.547878 -6.337634 3.057887
O: -2.373316 -6.304445 2.288314
C: -2.723886 -6.242140 0.909571
C: -1.540271 -6.072516 0.012932
N: -1.002224 -7.411043 -0.402605
C: 0.173384 -7.309428 -1.275416
C: 0.905968 -8.644673 -1.249380
O: 1.911390 -8.778197 -0.253390
C: 2.970709 -7.853376 -0.350043
H: -3.321512 -6.419082 4.117518
H: -4.140050 -7.222524 2.785859
H: -4.210436 -5.474840 2.922312
H: -3.498276 -5.501470 0.684584
H: -3.198579 -7.201139 0.654531
H: -0.680522 -5.550519 0.449810
H: -1.829915 -5.577981 -0.919374
H: -0.640622 -7.733898 0.496676
H: 0.885061 -6.543413 -0.945483
H: -0.191045 -7.078684 -2.277806
H: 1.428555 -8.761846 -2.210837
H: 0.257681 -9.518600 -1.251030
H: 3.395088 -7.750569 -1.352053
H: 3.779031 -8.113780 0.333340
H: 2.652283 -6.873766 0.015530
C: -0.756344 4.018406 7.496232
O: -1.774052 4.592036 6.709472
C: -1.337816 5.693717 5.908725
C: -2.401078 6.049405 4.877344
N: -2.558716 5.075579 3.817872
C: -1.433874 4.945688 2.869278
C: -1.642162 3.770785 1.858862
O: -1.591125 2.441153 2.319857
C: -2.634052 1.916879 3.141870
H: 0.231274 4.084912 7.030083
H: -1.009555 2.952204 7.517580
H: -0.790285 4.402770 8.519852
H: -0.413847 5.355767 5.429582
H: -1.142888 6.569745 6.538273
H: -2.038353 6.985379 4.443217
H: -3.361042 6.142253 5.386053
H: -2.700274 4.162473 4.216554
H: -0.476469 4.825600 3.391098
H: -1.303637 5.915354 2.380503
H: -0.737763 3.983111 1.287931
H: -2.524991 3.940775 1.239610
H: -2.693230 2.554232 4.019958
H: -2.287764 0.944658 3.486800
H: -3.611268 1.861575 2.658717
C: -2.421708 -6.639672 6.749753
O: -1.513827 -6.330501 5.729373
C: -0.461430 -7.260015 5.615582
C: 0.743077 -6.611126 4.950740
N: 0.582407 -6.523567 3.517861
C: 1.766008 -6.182015 2.751525
C: 2.425672 -4.803548 2.941660
O: 3.500003 -4.759195 2.013501
C: 4.348262 -3.638893 2.334886
H: -1.980277 -6.715964 7.747972
H: -2.898636 -7.617803 6.589096
H: -3.275544 -5.964242 6.786227
H: -0.809209 -8.195443 5.165381
H: -0.053548 -7.470667 6.616734
H: 1.568668 -7.285600 5.227698
H: 0.874086 -5.625977 5.398293
H: 0.065371 -7.224884 3.017202
H: 1.464553 -6.131205 1.699261
H: 2.490444 -7.001702 2.854969
H: 2.802780 -4.755950 3.969427
H: 1.756492 -3.994102 2.635502
H: 5.297490 -3.769646 1.826939
H: 4.434672 -3.435529 3.403723
H: 3.814749 -2.756614 1.960449

Atomic forces in eV per Å
1.28 -0.03 -0.38
0.60 -0.36 -0.54
-0.43 0.50 0.79
0.18 -1.45 -0.86
-0.63 1.09 -0.46
0.14 -0.37 0.59
-0.54 0.40 0.55
0.02 -0.55 0.40
-0.62 0.49 -0.19
-0.40 0.19 -0.52
-0.25 0.02 0.18
0.26 0.42 0.18
0.50 0.03 0.40
-0.38 -0.29 0.34
0.34 -0.40 -0.08
-0.15 0.28 -0.07
0.23 0.00 -0.24
0.19 0.62 -0.15
-0.36 0.37 -0.13
0.11 0.28 0.81
-0.58 -1.50 -0.35
0.88 -0.57 -0.46
-0.61 -0.40 -0.14
0.02 -0.16 0.05
-0.02 -0.28 0.17
-0.04 -0.02 -0.26
0.25 -0.12 0.25
0.20 0.39 0.08
0.14 0.68 -0.27
-0.11 -0.18 0.20
-0.06 0.24 -0.35
-0.38 0.42 0.28
0.33 0.16 -0.02
-0.02 0.10 0.08
-0.50 -0.77 -0.81
0.29 -0.09 0.39
0.35 0.83 -0.33
-2.77 -0.22 -0.86
0.40 1.09 -0.13
0.77 -0.29 -0.14
-0.27 0.14 0.31
0.23 0.16 0.29
0.04 0.27 -0.16
-0.27 -0.26 0.59
0.58 -0.51 -0.20
0.57 -0.02 0.36
0.62 -0.57 0.01
-0.30 -0.13 -0.29
0.30 0.12 0.29
-0.03 0.25 0.11
0.11 -0.12 0.53
-1.03 0.10 -0.29
-0.30 0.09 -0.06
-0.61 -0.27 -0.25
1.47 -0.65 2.00
0.21 0.51 -0.39
-0.18 0.05 -0.42
0.15 -0.34 0.12
0.07 -0.06 0.30
0.40 -0.20 -0.23
0.17 -0.50 0.19
-0.12 0.59 -0.17
0.29 1.04 -0.72
0.08 0.46 0.02
-0.25 -0.13 0.16
-0.06 -0.12 -0.04
0.22 -0.50 0.13
-0.37 -0.20 -0.34
0.90 0.08 0.79
-0.79 -0.35 -0.81
-0.75 -0.15 0.86
0.82 -1.07 -1.78
-1.14 1.21 -0.29
0.09 0.30 0.49
0.42 0.18 -0.39
-0.85 -0.43 0.25
0.19 0.34 0.00
0.26 0.32 0.12
0.55 0.10 -0.14
-0.04 0.43 0.86
0.02 -0.03 -0.18
0.24 -0.30 0.25
0.19 -0.16 0.30
0.01 -0.19 -0.38
-0.33 -0.19 -0.01
-0.96 -0.31 -0.35
-0.06 0.32 -0.63
-0.70 -0.96 0.20
-0.58 1.25 -0.10
1.00 -0.07 0.87
-0.68 -0.47 -1.66
0.20 -0.77 0.82
0.21 0.28 -0.51
-0.24 -0.06 0.61
0.19 0.11 0.10
0.20 -0.17 0.32
0.43 0.34 0.19
0.59 0.08 -0.20
0.39 0.24 -0.03
-0.04 0.33 0.27
-0.12 -0.55 0.18
-0.26 -0.38 0.13
0.34 0.49 -0.18
0.02 -0.07 0.01
0.17 0.16 -0.10
-0.32 0.14 0.14
-0.16 0.21 0.20
0.74 -0.07 -0.20
-0.39 0.04 -0.20
0.04 0.27 -0.87
0.50 -0.17 0.65
-0.48 -0.55 0.31
-0.60 0.95 1.19
0.61 0.14 -0.87
-0.86 -0.16 0.34
0.29 -0.26 -0.65
-0.05 0.47 0.15
-0.17 -0.66 0.19
0.06 0.03 0.03
0.05 -0.01 0.16
-0.32 -0.08 0.18
0.04 0.01 0.06
-0.01 -0.05 -0.26
0.49 0.26 0.00
-0.25 -0.98 -0.72
-0.01 0.19 0.14
0.33 0.26 0.04
0.30 -0.30 0.08
-0.47 -0.13 0.00
0.33 0.45 0.18
0.14 0.31 -0.02
0.17 -0.10 -0.34
0.02 0.08 -0.06
-0.83 -0.91 -0.65
1.03 0.31 -0.07
-0.28 -0.06 0.05
-0.54 -0.62 0.23
0.14 -0.42 -0.12
-0.29 0.15 -0.69
0.98 0.95 0.43
-1.08 -0.63 -0.65
1.11 0.72 0.72
-0.17 0.20 0.21
-0.07 0.06 -0.18
0.47 0.44 0.61
0.01 0.03 -0.34
0.17 -0.05 0.32
0.31 0.07 -0.07
0.00 0.66 -0.08
-0.21 0.26 0.06
0.07 -0.20 0.31
-0.07 -0.06 0.03
0.15 0.09 -0.13
-0.44 -0.20 0.22
0.33 -0.04 -0.40
-0.84 -0.37 0.23
0.05 -0.36 0.10
-2.09 -0.89 0.35
0.36 -0.25 -0.37
-0.36 0.40 1.54
0.44 0.30 -0.55
-0.12 -0.54 0.22
1.19 1.10 0.06
-0.36 0.69 -0.26
0.07 -0.72 -0.43
-1.49 -0.42 0.69
0.63 0.31 -0.56
0.85 0.26 -0.26
-0.11 0.40 0.10
0.14 0.06 -0.34
0.47 -0.12 -0.58
-0.30 -0.27 0.36
-0.24 0.09 0.14
0.10 -0.01 -0.11
-0.24 -0.28 0.27
-0.02 -0.35 -0.14
0.08 0.05 0.40
-0.19 -0.21 -0.38
0.69 -0.22 -0.01
0.40 0.76 -0.14
0.07 -0.07 0.00
-0.61 -0.66 0.28
-0.11 0.63 -0.18
-0.68 -0.60 -0.16
1.14 -0.96 -1.18
0.02 0.68 1.08
-0.60 -0.69 0.73
1.32 0.11 -1.64
-0.39 -0.33 0.48
0.00 0.59 0.46
0.41 0.07 -0.06
-0.05 -0.01 0.00
0.25 0.20 -0.24
0.27 0.43 0.47
0.08 -0.07 -0.12
-0.49 0.65 0.27
-0.06 0.28 0.19
-0.07 -0.62 -0.22
-0.14 0.21 -0.22
0.23 0.02 -0.09
0.03 0.24 -0.14
-0.26 0.15 0.72
-0.22 -0.12 -0.19
-0.14 -0.54 -0.02
0.05 0.16 -0.29
-0.64 -0.91 -0.12
-0.14 0.59 -0.57
-0.18 -0.55 0.53
0.84 -0.51 0.13
0.19 -0.18 -0.74
-0.97 -0.49 1.12
0.41 1.81 0.45
0.34 -0.22 -0.06
0.76 0.84 0.16
0.02 0.32 0.15
0.19 0.06 0.30
0.35 0.14 -0.10
0.14 0.42 -0.16
0.16 -0.01 0.05
-0.54 0.19 -0.08
0.04 0.41 -0.02
-0.24 0.18 0.34
0.06 -0.40 -0.01
-0.27 -0.21 -0.58
-0.14 -0.88 -0.61
-0.10 0.12 0.02
-0.40 -0.38 0.27
-0.13 -0.13 -0.18
0.03 0.02 -0.22
-0.72 -1.08 0.20
-0.25 0.37 0.06
0.56 0.69 1.01
-0.81 -1.52 -0.90
0.38 1.86 -0.22
-0.28 -0.04 -0.83
-0.18 -1.16 -0.20
1.03 0.15 1.15
-1.32 0.09 -0.66
0.32 0.32 -0.03
0.17 -0.16 -0.18
0.40 0.53 -0.23
0.17 0.01 -0.20
-0.49 -0.33 0.12
0.39 0.30 -0.02
0.17 0.03 0.00
-0.30 -0.27 0.59
-0.05 -0.45 -0.01
0.51 0.38 -0.09
-0.06 0.57 0.00
-0.36 -0.03 0.70
0.09 0.06 0.14
0.34 -0.58 0.12
0.37 0.25 -0.24

* highest occupied orbital energy: -0.295 hartree
* HOMO-LUMO gap: 8.45 eV
* relative energy (zero: lowest compared OMol25 entry of this formula, charge and spin): 66.39 kcal per mole
* SMILES string: COC[C@H](C)N.COC[C@H](C)N.COC[C@H](C)N.COC[C@H](C)N.COC[C@H](C)N.COCCNCCOC.COCCNCCOC.COCCNCCOC.COCCNCCOC.COCCNCCOC.COCCNCCOC.COCCNCCOC
* net charge: 0
* molecular weight: 1378.027 g/mol

Here are the Löwdin charges for atoms 1 to 99, given in e: atom 1 (C): -0.120, atom 2 (O): -0.166, atom 3 (C): -0.180, atom 4 (C): -0.389, atom 5 (C): -0.047, atom 6 (N): 0.072, atom 7 (H): 0.059, atom 8 (H): 0.070, atom 9 (H): 0.089, atom 10 (H): 0.091, atom 11 (H): 0.122, atom 12 (H): 0.113, atom 13 (H): 0.085, atom 14 (H): 0.067, atom 15 (H): 0.064, atom 16 (H): 0.041, atom 17 (H): 0.048, atom 18 (C): -0.083, atom 19 (O): -0.189, atom 20 (C): -0.219, atom 21 (C): -0.425, atom 22 (C): -0.045, atom 23 (N): 0.056, atom 24 (H): 0.062, atom 25 (H): 0.091, atom 26 (H): 0.088, atom 27 (H): 0.128, atom 28 (H): 0.112, atom 29 (H): 0.142, atom 30 (H): 0.067, atom 31 (H): 0.042, atom 32 (H): 0.081, atom 33 (H): 0.064, atom 34 (H): 0.072, atom 35 (C): -0.083, atom 36 (O): -0.200, atom 37 (C): -0.235, atom 38 (C): -0.404, atom 39 (C): -0.063, atom 40 (N): 0.042, atom 41 (H): 0.072, atom 42 (H): 0.089, atom 43 (H): 0.080, atom 44 (H): 0.134, atom 45 (H): 0.117, atom 46 (H): 0.117, atom 47 (H): 0.073, atom 48 (H): 0.068, atom 49 (H): 0.069, atom 50 (H): 0.058, atom 51 (H): 0.061, atom 52 (C): -0.088, atom 53 (O): -0.175, atom 54 (C): -0.190, atom 55 (C): -0.371, atom 56 (C): -0.047, atom 57 (N): 0.061, atom 58 (H): 0.073, atom 59 (H): 0.078, atom 60 (H): 0.077, atom 61 (H): 0.114, atom 62 (H): 0.107, atom 63 (H): 0.087, atom 64 (H): 0.063, atom 65 (H): 0.064, atom 66 (H): 0.049, atom 67 (H): 0.033, atom 68 (H): 0.075, atom 69 (C): -0.085, atom 70 (O): -0.175, atom 71 (C): -0.221, atom 72 (C): -0.388, atom 73 (C): -0.043, atom 74 (N): 0.034, atom 75 (H): 0.085, atom 76 (H): 0.078, atom 77 (H): 0.065, atom 78 (H): 0.112, atom 79 (H): 0.122, atom 80 (H): 0.138, atom 81 (H): 0.049, atom 82 (H): 0.081, atom 83 (H): 0.070, atom 84 (H): 0.075, atom 85 (H): 0.068, atom 86 (C): -0.085, atom 87 (O): -0.187, atom 88 (C): -0.225, atom 89 (C): -0.241, atom 90 (N): -0.042, atom 91 (C): -0.170, atom 92 (C): -0.230, atom 93 (O): -0.169, atom 94 (C): -0.118, atom 95 (H): 0.068, atom 96 (H): 0.085, atom 97 (H): 0.090, atom 98 (H): 0.120, atom 99 (H): 0.116